Formula: C20H30F6N8O6ReS2
Source: the OMol25 dataset
Level of theory: wB97M-V/def2-TZVPD

Values from the calculation:
Energy, Ha: -3143.005339
⟨S²⟩: 3.7653
HOMO level (alpha / beta), eV: -14.677 / -14.904
HOMO-LUMO gap (alpha / beta), eV: 8.90 / 7.53
Net charge: +2
Multiplicity: 4
F_max, eV/Å: 2.2

Geometry as XYZ:
```
73
Properties=species:S:1:pos:R:3:forces:R:3
Re 0.1855 0.6679 0.0747 0.1 -0.9 0.8
S 0.7438 1.8622 -2.8085 0.4 0.9 -1.0
S 0.5273 3.8116 -0.7652 0.2 1.5 -1.7
F -0.1523 0.8777 -5.0585 0.2 0.1 0.3
F -1.4878 2.2693 -4.0922 0.1 0.1 0.2
F -1.8769 3.9593 -1.5346 0.0 0.0 -0.1
F -1.5328 5.1643 0.2091 0.6 0.0 0.0
F -0.9085 5.8861 -1.7379 0.5 -0.3 0.2
F 0.2470 3.0008 -5.1529 0.2 -0.1 0.3
O -0.1211 0.9523 -2.0297 -0.6 -0.8 1.1
O 0.5366 0.9314 2.0447 -1.3 -1.1 -1.1
O -0.0287 2.7671 0.0869 -0.8 -1.4 1.1
O 1.6115 4.5317 -0.2220 0.0 0.3 0.0
O 1.3806 2.6039 3.2593 0.0 -0.3 -0.4
O 2.0163 1.3099 -3.1042 0.1 0.1 -0.4
N -1.8564 0.6974 0.2626 0.6 0.9 -0.4
N -4.1740 0.6225 0.3986 0.9 -0.3 -0.1
N 0.7552 3.3003 -2.2255 0.2 0.0 0.0
N 2.2614 1.1451 0.1887 -0.2 0.0 -0.1
N 0.4171 -1.3606 -0.1532 0.2 0.5 0.1
N -2.9087 -1.0694 1.3694 0.1 0.6 -0.4
N 1.7375 -1.7475 1.7033 -0.2 0.3 -0.2
N 1.5406 -3.4243 0.1316 -0.1 0.4 0.0
C 3.2274 1.0136 -0.7127 0.8 -0.2 -0.6
C 4.4884 2.7841 0.2882 -0.1 -0.2 0.0
C -4.3327 1.7073 -0.5457 0.0 0.3 -0.3
C -1.0227 4.8331 -0.9669 -0.8 -0.1 -0.1
C 2.4337 2.0146 1.1952 0.5 0.5 1.0
C 3.5265 2.8574 1.2879 -0.3 -0.4 -0.1
C -5.3490 0.3688 1.2056 -0.4 -0.1 0.3
C -1.8174 -1.3830 2.2599 0.2 0.0 0.2
C 2.2812 -4.3107 1.0161 0.3 -0.2 0.5
C 3.3939 -3.5326 1.7066 -0.2 0.0 0.0
C 1.3798 1.9166 2.2802 1.2 1.2 0.6
C 2.7636 -2.3971 2.4966 0.4 -0.3 0.3
C 4.3529 1.8247 -0.7052 -0.1 -0.1 0.2
C -3.7921 -2.1805 1.0995 -0.3 -0.3 0.0
C -0.3016 -1.9998 -1.2614 -0.1 0.0 -0.3
C -0.2181 2.0278 -4.4042 -0.6 0.0 -0.3
C 0.6581 -2.8584 -2.0747 -0.2 0.0 0.3
C 1.2471 -2.1883 0.5397 0.0 0.2 0.4
C -2.9639 0.0910 0.6703 -0.9 -0.7 0.4
C 1.1568 -3.9636 -1.1611 -0.2 -0.1 -0.6
H -1.2592 -0.4882 2.5239 0.0 0.0 0.0
H 2.6870 -5.1277 0.4183 -0.1 0.1 0.0
H 2.0203 -4.4729 -1.5983 -0.1 0.0 0.1
H -5.0947 -0.1949 2.0960 0.0 0.0 0.0
H 1.4800 -2.2378 -2.4314 0.1 0.0 0.0
H 1.6003 -4.7369 1.7604 0.0 -0.1 -0.1
H -1.1085 -2.6216 -0.8575 -0.1 0.0 0.0
H 5.1030 1.6994 -1.4703 0.0 0.0 -0.1
H 2.3157 -2.7722 3.4230 0.1 0.0 -0.1
H -4.1730 2.6798 -0.0700 0.0 0.0 0.0
H 3.5981 3.5401 2.1196 0.0 0.0 0.1
H 5.3471 3.4373 0.3030 0.1 0.1 0.0
H 0.1533 -3.2858 -2.9392 0.0 0.0 0.0
H -0.7430 -1.2187 -1.8781 -0.1 -0.2 0.0
H -1.1486 -2.1215 1.8151 0.1 -0.1 0.0
H -5.7690 1.3278 1.5154 0.0 0.0 0.0
H -3.6549 1.6077 -1.3920 0.0 -0.1 0.0
H 1.3984 -0.8567 2.0464 -0.1 -0.1 -0.1
H -2.0467 1.6491 -0.0392 -0.4 0.0 0.1
H 3.5172 -1.6514 2.7632 -0.1 -0.1 0.0
H 0.3646 -4.7070 -1.0105 0.1 0.0 0.0
H -6.1174 -0.1638 0.6402 0.1 0.0 0.0
H 4.0742 -3.1359 0.9531 0.1 0.0 0.0
H 3.0952 0.2427 -1.4567 0.0 0.1 0.0
H -3.1925 -3.0297 0.7642 0.0 0.0 0.0
H -5.3558 1.6886 -0.9197 0.1 0.0 0.0
H -2.2423 -1.8107 3.1703 0.1 0.0 0.0
H 3.9577 -4.1838 2.3721 0.0 0.0 0.0
H -4.3233 -2.4933 1.9997 -0.1 0.0 0.0
H -4.5060 -1.9431 0.3200 -0.1 0.1 0.0
```
Positions in Å, forces in eV/Å.